C18H2Cl4F4N5O3Sn as an isolated structure, computed with the ωB97M-V functional and the def2-TZVPD basis.

Results
energy above the lowest of the compared OMol25 structures with the same formula, charge and spin	1.3	kcal/mol
E	-99081.3162	eV
total charge	-1

Element x y z (Å)
Sn1 3.16700 2.99771 0.33058
Cl1 -4.00380 3.86197 2.18767
C1 -2.28374 3.62062 2.03972
C2 -1.72002 3.47215 0.79000
C3 -0.35235 3.28196 0.69670
Cl2 0.32262 3.05772 -0.90015
C4 0.49629 3.23781 1.80878
O1 1.81548 3.05588 1.78225
C5 -0.13636 3.38589 3.05094
Cl3 0.83931 3.32491 4.48339
C6 -1.49902 3.57652 3.17610
H1 -2.33054 3.49046 -0.10138
H2 -1.93725 3.69092 4.15709
F1 0.14578 -0.36810 -2.35099
C7 -0.18174 -1.56546 -1.84851
C8 -1.23898 -2.21207 -2.40793
F2 -1.86849 -1.60826 -3.41863
C9 -1.69440 -3.48317 -1.97090
C10 -0.94904 -3.99343 -0.87557
C11 0.10994 -3.34470 -0.32111
F3 0.72992 -3.93954 0.70201
C12 0.57699 -2.08525 -0.77148
C13 1.68871 -1.41792 -0.20490
C14 2.18059 -0.18464 -0.68909
N1 2.63323 0.80859 -1.07749
C15 2.43904 -1.91500 0.90643
N2 3.07509 -2.23719 1.81260
F4 -1.29106 -5.17273 -0.35186
C16 -2.76911 -4.17131 -2.56457
C17 -3.52433 -3.65760 -3.66475
N3 -4.15893 -3.31242 -4.56351
C18 -3.20549 -5.46561 -2.14044
N4 -3.59580 -6.51437 -1.86258
O2 4.72498 3.04996 1.98671
N5 5.37669 2.03093 1.67835
O3 4.92358 1.39795 0.72362
Cl4 3.49523 5.30682 -0.22709



C18H30AsClF6IN2O2S as an isolated structure in a non-equilibrium geometry, computed with the ωB97M-V functional and the def2-TZVPD basis.

Results
E	-134822.6013	eV
total charge	-1

Element x y z (Å)
C1 -0.98672 0.26871 -6.28383
C2 -0.43375 1.46979 -5.74503
C3 -0.23205 2.80368 -4.76001
C4 0.62074 2.42729 -3.37166
C5 -0.43691 1.63676 -2.40055
C6 0.30100 0.54807 -1.36274
O1 1.64622 1.09060 -1.14908
C7 2.30899 0.57078 0.04718
C8 3.87012 1.17353 -0.00853
C9 4.98663 0.13841 0.59910
C10 4.80828 -0.01043 2.24654
O2 5.03077 -1.17056 -0.07782
C11 0.23463 -0.89513 -2.13968
I1 0.40681 -2.66482 -0.86420
C12 1.27612 -1.06715 -3.39201
C13 2.84889 -1.26314 -2.98178
C14 -0.66261 0.59036 0.00461
N1 -0.55298 1.94514 0.73660
C15 -0.59680 1.75377 2.10307
S1 -1.05925 1.64595 3.77130
N2 -2.10410 0.49426 -0.45250
C16 -2.83759 -0.68251 0.14933
Cl1 -4.59347 -0.58947 -0.54680
C17 -3.02296 -0.60848 1.78940
C18 -3.88609 -1.97766 2.19895
H1 -1.26147 -0.84095 -6.61623
H2 0.29777 3.61819 -5.41202
H3 -1.27681 3.23645 -4.38117
H4 0.93853 3.45508 -2.90106
H5 1.59104 1.83626 -3.64608
H6 -1.02237 2.48666 -1.79972
H7 -1.23528 1.13554 -3.09373
H8 2.43811 -0.59042 0.09654
H9 1.87874 0.97956 1.07323
H10 4.09847 1.37444 -1.14958
H11 3.89391 2.20345 0.57026
H12 6.05251 0.64412 0.41972
H13 5.04661 -1.11717 2.56481
H14 5.61986 0.70274 2.72921
H15 3.71521 0.26237 2.56934
H16 5.89950 -1.62233 0.21405
H17 -0.85839 -0.95446 -2.61805
H18 1.18024 -0.22244 -4.22543
H19 0.95353 -2.07145 -3.95181
H20 3.43253 -1.47715 -4.00125
H21 3.07873 -2.17732 -2.28868
H22 3.36635 -0.28508 -2.54472
H23 -0.35376 -0.21126 0.80400
H24 -2.60473 1.40911 -0.24391
H25 -2.43617 -1.73129 -0.18928
H26 -3.56823 0.37492 2.13814
H27 -1.98873 -0.68619 2.33786
H28 -3.46590 -2.82770 1.47934
H29 -3.66164 -2.22530 3.32913
H30 -5.02878 -1.82239 1.97398
F1 -3.48057 -2.90429 6.46246
As1 -4.52191 -1.49764 6.95040
F2 -4.16577 -1.84055 8.69885
F3 -5.96743 -2.59539 7.03008
F4 -5.56314 -0.09101 7.43826
F5 -4.87813 -1.15499 5.20212
F6 -3.07635 -0.39986 6.87110



C18H30AsN2NaO3S4 as an isolated structure, computed with the ωB97M-V functional and the def2-TZVPD basis.

Results
energy above the lowest of the compared OMol25 structures with the same formula, charge and spin	11.3	kcal/mol
E	-136875.5899	eV
total charge	-2

Element x y z (Å)
Na1 1.83224 -0.05870 1.08533
C1 -4.12482 -1.80867 -1.72280
C2 -2.75249 -1.17475 -1.48245
C3 -1.85807 -1.37032 -2.70235
C4 -2.12526 -1.69788 -0.20963
C5 -1.21783 -2.75136 -0.22202
C6 -0.62162 -3.19702 0.94151
C7 -0.92533 -2.61365 2.16647
C8 -0.21504 -3.07073 3.40729
C9 -1.83079 -1.55931 2.18421
C10 -2.42139 -1.10622 1.01361
H1 -4.58895 -1.41791 -2.63218
H2 -4.79709 -1.62136 -0.88412
H3 -4.02357 -2.89070 -1.83290
H4 -2.89919 -0.09818 -1.34141
H5 -1.90312 -2.40124 -3.06016
H6 -0.81796 -1.16013 -2.46536
H7 -2.17549 -0.72343 -3.52412
H8 -0.89698 -3.18642 -1.15802
H9 0.16142 -3.94409 0.89289
H10 -0.51618 -2.47402 4.27029
H11 0.86769 -2.99265 3.26828
H12 -0.43890 -4.11773 3.62077
H13 -2.04828 -1.05959 3.12374
H14 -3.09579 -0.25520 1.04390
C11 -1.74120 4.17762 1.80429
N1 -1.22582 2.86116 2.09174
C12 -1.04718 2.54564 3.49421
C13 -0.53732 2.11169 1.17527
O1 0.10549 1.13449 1.50084
C14 -0.59325 2.55506 -0.28899
O2 -0.39546 1.45509 -1.12710
C15 0.68149 1.47755 -2.03286
C16 2.05893 1.64912 -1.39320
O3 2.15177 2.14484 -0.27268
N2 3.11015 1.28436 -2.14469
C17 4.42848 1.17626 -1.52368
C18 2.94933 0.53268 -3.37493
H15 -2.43039 4.45700 2.60208
H16 -2.29795 4.19768 0.86916
H17 -0.95028 4.93557 1.76304
H18 -2.01375 2.57795 4.00370
H19 -0.36680 3.25593 3.97560
H20 -0.62698 1.54756 3.57959
H21 0.18948 3.31208 -0.40195
H22 -1.56851 2.99857 -0.52729
H23 0.54068 2.26681 -2.79262
H24 0.63640 0.51455 -2.53377
H25 4.35960 1.40494 -0.46497
H26 5.13078 1.84495 -2.02863
H27 4.76770 0.13873 -1.59467
H28 2.26553 1.03301 -4.06390
H29 2.62758 -0.49019 -3.14690
H30 3.92498 0.47830 -3.85604
S1 3.16462 -3.70909 1.97981
As1 3.92352 -2.21124 0.59733
S2 4.33740 -0.34390 1.74652
S3 2.22493 -1.78412 -0.82315
S4 5.64881 -2.77939 -0.57195